A structure of composition C40H110As3F18N11O17 at a distorted geometry, computed with wB97M-V/def2-TZVPD.

Values from the calculation:
E_HOMO ... -16.4 eV
Orbital gap ... 0.3008 hartree

Structure (ORCA input):
```
! RIJCOSX wB97M-V def2-TZVPD def2/J DEFGRID3
* xyz 6 1
As 14.6278 14.2658 11.7445
As 15.8180 10.7831 19.2216
As 13.7161 17.1385 18.8946
F 13.4069 18.5843 17.9164
F 12.8975 16.2532 17.5839
F 13.4825 13.1262 10.6336
F 13.9939 15.6437 19.7753
F 17.4143 10.2862 19.5572
F 12.1651 17.4612 19.6390
F 15.1164 9.4013 20.0753
F 14.2569 15.6496 10.7083
F 16.4062 12.1380 18.2108
F 14.6923 12.8208 12.6645
F 15.7789 9.8843 17.7341
F 14.5611 18.1234 20.0155
F 15.8479 13.7961 10.5912
F 15.7011 15.1136 12.8003
F 15.2194 16.9892 18.0712
F 14.1708 11.2365 18.9906
F 15.7639 11.8028 20.6563
F 13.1664 14.6693 12.7617
O 23.6032 13.5095 13.3651
O 14.8098 9.6143 22.7473
O 12.3311 11.9278 16.8186
O 26.7236 11.0023 16.3423
O 16.9471 18.0491 24.6275
O 12.3452 7.2144 20.3225
O 27.6604 7.1940 21.8500
O 18.3719 19.6867 24.7960
O 18.7257 17.6464 25.8074
O 26.8320 8.7804 16.2560
O 13.6197 13.8330 5.0876
O 13.9824 14.2700 24.0744
O 24.4530 14.9001 16.9258
O 15.7586 20.9176 14.8873
O 4.1445 22.1992 17.7993
O 20.4614 22.3455 24.7421
O 28.4897 9.8830 17.0667
N 13.7282 13.3304 8.2426
N 14.9744 18.5084 15.8610
N 28.0365 5.0315 21.2118
N 23.1860 15.6236 18.5931
N 12.1970 12.5938 14.6252
N 14.1652 7.5601 18.3892
N 14.9364 11.6093 24.1299
N 4.8089 22.8692 15.4737
N 18.2158 22.5970 25.2426
N 13.6946 16.4315 24.7557
N 25.6372 14.0488 14.7033
C 22.7163 13.4406 17.5649
C 4.9761 24.0119 16.5864
C 23.0831 12.8134 12.2875
C 13.1776 14.7259 6.1631
C 22.2508 15.3745 19.7442
C 27.2938 9.9953 16.5501
C 13.3873 14.3799 3.7572
C 15.4493 22.2836 15.1241
C 13.0132 16.6993 23.5261
C 27.7022 6.0894 22.2947
C 14.1187 6.2155 18.9678
C 12.8851 11.1790 22.7048
C 4.2087 21.1795 18.7771
C 18.0815 18.5305 25.0758
C 16.4280 11.8707 24.0694
C 16.4564 18.8381 15.7964
C 12.6615 14.0451 7.4482
C 3.6730 24.8938 16.4577
C 14.2306 13.2162 16.1245
C 14.2463 10.6313 23.0722
C 19.4073 24.3566 23.8912
C 17.0136 18.3153 14.4927
C 26.8154 4.7978 20.3445
C 13.6072 6.5156 20.3419
C 24.9456 15.2335 14.2011
C 10.8696 13.3287 14.6922
C 25.9442 16.3111 13.7888
C 23.5384 14.6414 17.6614
C 14.1311 15.0791 24.9889
C 5.0681 23.2195 17.9156
C 11.2684 6.3480 20.2894
C 19.5248 23.0549 24.5269
C 27.5272 5.5252 23.7373
C 16.5049 20.3113 15.9585
C 12.0260 15.2424 8.3507
C 18.4373 22.4099 26.7069
C 12.9508 12.5361 16.0540
C 15.4892 5.6795 18.9684
C 14.6714 14.8833 26.3984
C 24.1655 14.7902 13.0310
H 11.6275 14.9451 9.3297
H 22.9866 12.7164 16.8552
H 16.7284 12.1705 25.0652
H 26.6273 14.0194 14.4750
H 14.4550 7.6792 17.4550
H 12.0939 16.0671 23.3971
H 15.3379 22.7899 14.1740
H 18.3357 24.6307 23.7475
H 5.8381 24.6329 16.3625
H 25.1716 13.2191 14.3425
H 2.8049 24.2172 16.6275
H 11.9777 11.6094 14.4847
H 22.5172 12.9429 18.5017
H 11.0041 14.3766 14.9166
H 12.4655 10.6917 21.8101
H 14.5784 13.8262 8.4649
H 6.0627 22.7697 17.9615
H 5.3046 21.0115 19.0096
H 26.8395 4.6570 23.7802
H 3.7583 25.6446 17.2098
H 18.0571 18.5497 14.5121
H 14.0297 12.4891 7.7531
H 16.5188 18.7165 24.1094
H 16.0696 20.6277 16.9206
H 19.2594 21.6691 26.8561
H 13.9833 15.4747 6.2065
H 16.3368 22.7262 15.6370
H 25.3638 17.1539 13.4666
H 10.3725 12.9096 15.5193
H 12.5965 17.6991 23.5616
H 3.6482 20.3292 18.4288
H 14.7532 8.1419 19.0438
H 26.5773 5.7058 19.7757
H 17.5196 22.1643 27.1624
H 14.5234 18.9016 16.7652
H 3.5051 25.3176 15.4885
H 16.8409 10.9370 23.7112
H 12.3672 15.3233 5.8299
H 22.9984 13.4730 11.4606
H 26.5119 16.6710 14.6529
H 14.7706 17.5056 15.8584
H 17.4507 23.1995 25.0333
H 13.3956 16.8801 25.6168
H 13.4079 13.1205 9.2234
H 14.5142 18.9088 15.0735
H 14.0098 14.2671 16.1383
H 14.5613 22.3044 15.7328
H 14.9300 13.1213 15.2754
H 15.6080 4.6761 19.3219
H 11.8767 13.3056 7.2946
H 11.0962 15.4908 7.8125
H 12.8851 12.2748 22.5077
H 4.3139 22.1012 15.9899
H 17.5240 20.6697 15.8958
H 24.8167 14.7995 12.0992
H 19.8850 24.3943 22.8932
H 11.5111 5.2950 20.0839
H 27.0880 6.2509 24.4032
H 14.7000 11.1608 25.0334
H 5.7197 22.4772 15.2689
H 28.7893 5.4189 20.5578
H 17.9618 21.6538 24.8688
H 26.9688 3.9397 19.6971
H 16.9066 17.2380 14.3942
H 28.2963 4.1657 21.6554
H 14.3822 14.2918 3.2206
H 4.4129 23.2112 14.6132
H 21.3616 14.9134 19.2933
H 15.4515 15.6769 26.5461
H 26.5850 15.9197 12.9728
H 16.4350 18.8174 13.7057
H 13.6504 16.4356 22.6002
H 12.5029 16.1986 8.4483
H 23.3472 15.4549 12.8595
H 25.9264 4.6197 20.9728
H 14.4152 12.4431 24.1040
H 13.3873 5.6712 18.3935
H 10.6124 6.4618 21.1787
H 10.3417 13.3103 13.6944
H 13.8534 15.1691 27.0582
H 22.0714 12.4660 12.5394
H 13.5356 5.7250 21.1009
H 12.7127 13.6361 3.3271
H 14.3254 7.1473 20.8660
H 22.7497 14.7283 20.5071
H 23.6992 11.9421 11.9912
H 23.9876 16.1503 18.7867
H 14.5971 13.0028 17.1199
H 10.5576 6.6174 19.4959
H 24.2764 15.5703 14.9978
H 21.9055 16.3433 20.1981
H 14.9958 13.7684 26.4886
H 5.0162 23.9074 18.7738
H 3.7410 21.5529 19.7172
H 16.9256 18.4106 16.6673
H 28.4745 5.1191 24.1570
H 16.6980 12.6885 23.4026
H 19.9173 25.0758 24.5030
H 25.5415 13.9856 15.7133
H 12.3338 10.8502 23.5833
H 13.0411 15.3903 3.7668
H 18.8797 23.2832 27.1352
H 28.7425 10.8098 17.1647
H 13.2031 8.0081 18.4621
H 12.7088 12.9447 13.8363
H 19.3004 18.1734 26.4095
H 21.6964 13.8268 17.2300
H 16.0623 6.3953 19.5973
H 15.8665 5.8109 17.9585
H 26.0724 8.8035 15.7121
*
```

Here are the Mulliken charges for atoms 1 to 99, given in e:
1. As 2.0757
2. As 2.2450
3. As 2.0607
4. F -0.6008
5. F -0.5064
6. F -0.6912
7. F -0.5089
8. F -0.4722
9. F -0.4884
10. F -0.8449
11. F -0.4629
12. F -0.5577
13. F -0.4672
14. F -0.5504
15. F -0.5016
16. F -0.4718
17. F -0.4150
18. F -0.4940
19. F -0.4625
20. F -0.4728
21. F -0.5821
22. O -0.4053
23. O -0.4732
24. O -0.4433
25. O -0.5223
26. O -0.3239
27. O -0.3724
28. O -0.4054
29. O -0.7438
30. O -0.3886
31. O -0.4352
32. O -0.3756
33. O -0.7401
34. O -0.6633
35. O -0.3405
36. O -0.4125
37. O -0.3990
38. O -0.4102
39. N -0.2023
40. N -0.0594
41. N -0.1724
42. N -0.2534
43. N 0.1582
44. N -0.0692
45. N 0.1427
46. N -0.3424
47. N -0.0423
48. N -0.1466
49. N -0.1225
50. C -1.3631
51. C 0.0197
52. C -0.8361
53. C -0.7836
54. C -0.8264
55. C 0.6931
56. C -0.6806
57. C -0.7346
58. C -0.7867
59. C 0.5884
60. C 0.2140
61. C -1.0303
62. C -0.6858
63. C 0.6973
64. C -0.8185
65. C 0.2848
66. C 0.3122
67. C -1.2919
68. C -0.3143
69. C 0.7453
70. C -0.9321
71. C -1.3988
72. C -0.8318
73. C -0.6235
74. C 0.4663
75. C -0.8353
76. C -1.5446
77. C 0.6745
78. C 0.5948
79. C -0.5518
80. C -0.8196
81. C 0.6180
82. C -1.0704
83. C -0.8447
84. C -1.3842
85. C -0.9276
86. C 0.4676
87. C -1.3355
88. C -1.0685
89. C -0.6985
90. H 0.3377
91. H 0.3679
92. H 0.3948
93. H 0.4171
94. H 0.3642
95. H 0.2792
96. H 0.2501
97. H 0.3022
98. H 0.3728
99. H 0.3558


A cluster of 10 separate species, C40H110N10O10 in total at a distorted geometry, computed with wB97M-V/def2-TZVPD.

Values from the calculation:
E_HOMO ... -8.0 eV
Orbital gap ... 0.3055 hartree
Relative energy (zero: lowest compared OMol25 entry of this formula, charge and spin) ... 138.4 kcal/mol
SMILES ... COC[C@H](C)N.COC[C@H](C)N.COC[C@H](C)N.COC[C@H](C)N.COC[C@H](C)N.COC[C@H](C)N.COC[C@H](C)N.COC[C@H](C)N.COC[C@H](C)N.COC[C@H](C)N

Structure (ORCA input):
```
! RIJCOSX wB97M-V def2-TZVPD def2/J DEFGRID3
* xyz 0 1
O 35.4781 25.8770 -13.7014
O 35.4002 31.8846 -13.9180
O 41.3156 28.2493 -14.0077
O 35.5620 28.9200 -7.5880
O 37.7966 35.2192 -9.5866
O 35.7939 28.1948 -17.2427
O 29.9105 36.4131 -13.5013
O 35.6968 34.0807 -18.3246
O 28.9263 30.8238 -17.8309
O 29.1322 27.6830 -11.6902
N 33.7287 34.2463 -20.4164
N 33.1202 29.4693 -15.9703
N 33.8306 27.8959 -19.2386
N 34.9941 33.6296 -11.3557
N 41.0757 30.0965 -16.2944
N 31.3109 29.2890 -11.1454
N 32.2558 33.9962 -12.1290
N 32.3498 27.8304 -13.7458
N 33.7344 31.0038 -10.3080
N 31.1037 28.8863 -18.0221
C 35.8120 34.6409 -10.7731
C 35.6427 33.1966 -19.4990
C 32.7324 35.2841 -14.1755
C 28.7067 31.8972 -16.9158
C 32.8304 25.8739 -15.0439
C 34.7338 27.0962 -13.6746
C 33.2264 26.6762 -13.7877
C 34.0787 25.5463 -19.2307
C 34.9870 35.3406 -9.5982
C 37.0087 28.6718 -16.7867
C 34.3938 26.8032 -18.4591
C 34.7463 30.0557 -9.7723
C 40.5662 30.2955 -14.9326
C 28.3688 26.7882 -12.3965
C 34.6406 30.7395 -14.3081
C 29.2875 28.9140 -12.3022
C 35.7093 29.0279 -6.2065
C 36.9634 34.6835 -18.1217
C 35.9275 27.0763 -18.1370
C 36.8434 26.0364 -13.9582
C 29.6602 27.1502 -17.4773
C 34.1991 33.0117 -19.7836
C 39.3929 31.2892 -14.9066
C 36.1846 30.4759 -10.1813
C 38.7639 34.9472 -8.5973
C 31.8932 35.2203 -12.8388
C 33.8171 31.8042 -20.6349
C 41.3373 27.2809 -13.0462
C 36.0381 32.5462 -14.9542
C 32.5859 31.6755 -15.2712
C 40.1119 28.9250 -14.2695
C 30.3285 35.1458 -12.9708
C 30.1681 31.1671 -11.8365
C 28.8390 29.5398 -17.2382
C 29.9486 29.7526 -11.2348
C 37.1799 34.1344 -10.2587
C 29.8034 37.4892 -12.5982
C 34.4958 29.7889 -8.1896
C 33.7554 30.7452 -15.5509
C 29.7005 28.5627 -18.0161
H 36.6128 33.2972 -14.4123
H 36.7396 31.8869 -15.4654
H 30.0293 27.1559 -16.4516
H 27.3465 27.1023 -12.6074
H 33.7132 30.9289 -11.3150
H 34.8279 27.7219 -12.7870
H 36.5396 28.4615 -5.7848
H 29.9299 28.8051 -13.1760
H 34.0038 35.6293 -9.9699
H 40.9008 27.6424 -12.1152
H 36.5298 27.3021 -19.0169
H 32.0738 31.4865 -14.3278
H 42.3875 27.0074 -12.9439
H 34.7640 32.8247 -10.7906
H 32.7123 28.4722 -14.4363
H 36.9618 29.7477 -16.9552
H 33.7603 29.0721 -16.6431
H 28.3169 29.2075 -12.7019
H 34.4009 30.7082 -7.6116
H 39.5889 35.6460 -8.7358
H 34.9033 27.7228 -14.5502
H 34.0177 34.5226 -21.3438
H 34.3267 31.8603 -21.5969
H 36.9143 29.6730 -10.2863
H 32.8059 30.7294 -10.0203
H 32.7541 31.8317 -20.8745
H 33.5067 29.3468 -8.0697
H 32.5620 26.4355 -15.9387
H 30.4206 31.1650 -12.8968
H 29.2720 31.7784 -11.7301
H 39.6496 29.2404 -13.3341
H 33.8424 26.7266 -17.5220
H 28.6379 26.7738 -17.5105
H 37.7965 33.8655 -11.1164
H 37.2334 27.0505 -13.8724
H 27.8233 31.6641 -16.3213
H 35.3297 33.0809 -15.5868
H 41.3994 30.6844 -14.3473
H 36.3302 31.0375 -11.1041
H 36.8661 33.2738 -9.6680
H 33.5226 25.0930 -15.3589
H 28.4102 32.7575 -17.5158
H 39.6597 32.2725 -15.2941
H 34.1431 24.5784 -18.7336
H 30.8444 37.6271 -12.3062
H 36.6748 31.0118 -9.3685
H 28.8218 26.3543 -13.2879
H 34.1974 31.1294 -16.4702
H 34.9313 34.6933 -8.7230
H 31.8506 33.9327 -11.2060
H 34.0993 28.8032 -18.8854
H 39.1662 33.9427 -8.7288
H 38.5903 30.9063 -15.5370
H 36.9081 35.5310 -17.4384
H 34.9056 28.4313 -5.7750
H 31.7995 29.2148 -12.0263
H 29.2488 28.6088 -19.0070
H 33.8890 35.0191 -19.7862
H 29.3869 38.3434 -13.1322
H 37.0963 25.5922 -14.9209
H 32.9297 32.7098 -15.2819
H 38.9110 31.3610 -13.9316
H 33.6817 32.8434 -18.8391
H 32.8554 26.0539 -12.9733
H 33.7468 34.8856 -14.1598
H 29.1660 29.5920 -16.1997
H 35.4911 36.2728 -9.3434
H 30.9740 31.7434 -11.3821
H 29.5049 32.2265 -16.2506
H 37.8260 34.0932 -17.8124
H 37.4213 25.5018 -13.2044
H 31.8825 31.7692 -16.0986
H 36.2937 26.1882 -17.6219
H 29.1860 37.4350 -11.7015
H 32.1346 34.6686 -14.8477
H 32.6536 36.2545 -14.6657
H 29.7759 34.9283 -12.0568
H 37.0589 28.5447 -15.7053
H 34.2869 27.9866 -20.1350
H 36.2115 33.5796 -20.3462
H 34.5450 29.1279 -10.3078
H 33.2603 33.9096 -12.0692
H 36.0711 32.2108 -19.3179
H 29.5636 29.5750 -10.2306
H 39.4411 28.2718 -14.8275
H 33.0063 25.6186 -19.4121
H 31.2715 28.2953 -10.9691
H 34.0142 30.2904 -13.5374
H 40.8527 26.3470 -13.3309
H 37.7879 28.2138 -17.3960
H 35.5054 33.1845 -12.1043
H 31.6688 28.2494 -18.5655
H 31.2352 29.8022 -18.4270
H 35.4418 30.0258 -14.4998
H 28.1280 26.0704 -11.6124
H 41.8086 29.4178 -16.4439
H 27.8209 29.1682 -17.1217
H 37.3215 35.0938 -19.0659
H 35.7367 30.0682 -5.8822
H 36.0195 35.2960 -11.6193
H 30.2928 26.3967 -17.9464
H 32.4563 29.4915 -16.7311
H 31.8850 25.3852 -14.8084
H 30.0832 34.3234 -13.6428
H 31.4192 27.6471 -14.0931
H 34.1683 30.8292 -20.2970
H 34.6725 25.5445 -20.1447
H 38.4962 34.9949 -7.5418
H 32.3020 36.0358 -12.2421
H 40.4472 29.5767 -16.8901
*
```

Here are the Mulliken charges for atoms 1 to 99, given in e:
1. O -0.4612
2. O 0.5477
3. O -0.3646
4. O -0.3323
5. O -0.3713
6. O 0.1234
7. O -0.4067
8. O -0.1643
9. O -0.3829
10. O -0.4087
11. N -0.7189
12. N 0.8022
13. N -0.4749
14. N -0.0587
15. N -0.7512
16. N -0.0394
17. N 0.3326
18. N 0.5096
19. N -0.5779
20. N -0.3500
21. C 0.0267
22. C -0.7959
23. C -1.4257
24. C -0.5845
25. C -0.9177
26. C 0.3337
27. C 0.0448
28. C -1.7356
29. C -1.4720
30. C -0.4137
31. C 1.9524
32. C 1.2480
33. C 0.3815
34. C -0.8380
35. C 0.0662
36. C 0.0777
37. C -0.7644
38. C -1.0071
39. C -1.0704
40. C -0.5621
41. C -1.3109
42. C 1.0868
43. C -0.5295
44. C -1.4618
45. C -0.7618
46. C 0.7316
47. C -1.3285
48. C -0.7261
49. C -0.7268
50. C -0.9566
51. C -0.3657
52. C -0.4021
53. C -1.0581
54. C -0.3458
55. C 0.2712
56. C -0.3192
57. C -0.6854
58. C -0.9628
59. C 1.4732
60. C 0.3136
61. H 0.3740
62. H -0.2675
63. H 0.0996
64. H 0.3904
65. H -0.3736
66. H 0.1698
67. H 0.2606
68. H -0.5153
69. H 0.3043
70. H 0.2922
71. H 0.4353
72. H -0.2041
73. H 0.2670
74. H 0.0685
75. H -0.5337
76. H -0.0432
77. H -1.0165
78. H 0.6214
79. H 0.4333
80. H 0.2723
81. H -0.2309
82. H 0.2445
83. H 0.4446
84. H 0.4796
85. H 0.3484
86. H 0.3451
87. H 0.4323
88. H -0.1748
89. H -0.0973
90. H 0.5317
91. H 0.2951
92. H -1.1209
93. H 0.4494
94. H 0.3447
95. H 0.1271
96. H 0.3652
97. H 0.3248
98. H 0.3595
99. H 0.2659